Entry 1:
C3H6N2O2 | ωB97M-V with the def2-TZVPD basis set

* lowest unoccupied orbital energy: 0.0208 hartree

Last column: Mulliken charge in e.
Cartesian coordinates (Å):
C: -0.704 2.442 -1.994  -0.534
C: 0.079 0.100 0.650  0.005
C: 0.507 -1.261 -0.021  0.165
H: -1.791 2.527 -1.603  0.241
H: -0.784 2.230 -3.071  0.229
H: -0.068 3.331 -2.104  0.271
H: 0.237 0.317 1.847  0.318
H: 0.850 -1.079 -1.076  0.387
H: 0.844 -2.627 2.403  0.419
N: -0.012 1.164 0.077  -0.374
N: 0.377 -2.250 0.733  -0.512
O: -0.091 1.200 -1.363  -0.199
O: -0.051 -1.798 2.128  -0.416

=====

Entry 2:
C6H8O3 | ωB97M-V with the def2-TZVPD basis set

* lowest unoccupied orbital energy: -0.0064 hartree
* structure (SMILES): O=C(O)C1=C[C@@H](O)CC1

Last column: Mulliken charge in e.
Cartesian coordinates (Å):
C: -1.480 -0.622 -0.338  0.003
C: -1.462 0.925 -0.447  -0.571
C: -0.077 1.352 0.198  -0.706
C: 0.737 0.079 0.049  0.622
C: -0.098 -1.040 -0.157  -0.923
C: 2.160 -0.099 0.137  0.316
H: -1.507 -1.030 1.554  0.394
H: -1.933 -1.105 -1.163  0.424
H: -2.285 1.454 0.040  0.314
H: -1.455 1.300 -1.472  0.313
H: 0.454 2.098 -0.338  0.328
H: -0.197 1.888 1.204  0.264
H: 0.253 -2.050 -0.155  0.511
H: 3.520 -1.331 -0.171  0.323
O: -2.227 -1.077 0.831  -0.575
O: 2.557 -1.380 -0.253  -0.474
O: 3.039 0.637 0.481  -0.566

=====

Entry 3:
C4H6ClNO | ωB97M-V with the def2-TZVPD basis set

* lowest unoccupied orbital energy (alpha / beta): 0.0143 / -0.0136 hartree

Last column: Mulliken charge in e.
Cartesian coordinates (Å):
C: 1.112 -1.585 -0.604  0.108
C: 1.118 -0.473 0.608  -0.469
C: -1.069 0.081 -0.109  0.367
C: -0.686 1.373 -0.892  -0.993
N: -0.273 -0.296 0.922  -0.273
O: 1.685 -2.618 -0.473  -0.348
Cl: -2.785 -0.143 0.163  -0.204
H: 1.604 -0.663 1.648  0.353
H: 1.576 0.444 0.372  0.310
H: -1.605 1.737 -1.392  0.396
H: 0.208 1.309 -1.716  0.191
H: -0.299 1.969 -0.006  0.282
H: -0.586 -1.135 1.479  0.281

=====

Entry 4:
C13H20Cl2GaN2O7 | ωB97M-V with the def2-TZVPD basis set

* total charge: +1
* lowest unoccupied orbital energy: -0.1073 hartree

Last column: Mulliken charge in e.
Cartesian coordinates (Å):
Ga: -0.549 0.272 0.022  1.146
O: 2.386 -1.779 -1.163  -0.581
Cl: 1.138 -1.786 -0.516  1.768
O: 0.642 -3.084 -0.251  -0.595
O: 1.148 -0.965 0.709  -0.660
O: 0.120 -1.038 -1.360  -0.565
C: -4.654 -2.784 1.193  -0.999
N: -3.399 -2.213 0.705  0.189
C: -2.924 -2.568 -0.638  -0.717
C: -2.694 -1.380 1.439  0.944
C: -3.173 -0.972 2.797  -1.673
O: -1.586 -0.939 1.017  -0.315
H: -4.889 -3.659 0.596  0.346
H: -5.473 -2.069 1.105  0.330
H: -4.560 -3.095 2.230  0.359
H: -3.644 -3.242 -1.089  0.367
H: -1.954 -3.056 -0.575  0.268
H: -2.827 -1.675 -1.253  0.219
H: -3.139 -1.823 3.480  0.504
H: -4.202 -0.615 2.760  0.413
H: -2.525 -0.188 3.173  0.292
Cl: -2.534 6.923 -0.955  -0.156
C: -1.529 5.523 -0.680  0.013
C: -1.155 4.734 -1.756  -0.712
C: -0.441 3.567 -1.520  -0.230
C: -0.091 3.180 -0.227  0.221
C: 0.596 1.880 0.021  -1.432
C: -0.434 4.027 0.827  -0.367
C: -1.154 5.191 0.614  -0.569
H: -1.412 5.034 -2.764  0.465
H: -0.154 2.944 -2.359  0.434
H: 1.156 1.882 0.956  0.582
H: 1.298 1.640 -0.782  0.528
H: -0.148 3.761 1.837  0.424
H: -1.422 5.837 1.439  0.451
N: -4.213 3.606 -0.416  -0.046
C: -3.818 2.466 -1.300  -0.925
C: -2.844 1.616 -0.479  1.146
O: -2.138 0.790 -1.127  -0.664
O: -2.809 1.819 0.740  -0.745
H: -3.728 4.474 -0.672  0.079
H: -3.862 3.304 0.524  0.345
H: -5.215 3.781 -0.392  0.408
H: -3.343 2.838 -2.201  0.301
H: -4.697 1.882 -1.566  0.404

=====

Result set for E: -10275.8848; -12493.2998; -20301.3668; -108528.7539 eV, one per record in the order listed.
Result set for max |F|: 7.78; 4.62; 3.15; 0.65 eV Å⁻¹, one per record in the order listed.
Result set for energy above the lowest of the compared OMol25 structures with the same formula, charge and spin: 8.9126; 0.8133; 4.5112; 0.0015 eV, one per record in the order listed.